(1)
The following is a DFT calculation (ωB97M-V/def2-TZVPD) of an isolated molecule of C22H19FN2O3 at a distorted geometry.

Each line ends with the Mulliken charge.
Cartesian coordinates (Å):
O1 -5.498186 -1.521546 0.363685  -0.613
C1 -4.340348 -1.152749 0.331080  0.283
C2 -3.202032 -2.103662 0.231606  0.507
C3 -3.363356 -3.241456 -0.556260  -0.545
C4 -2.329915 -4.148846 -0.690220  -0.521
C5 -1.134069 -3.939995 -0.021809  -0.511
C6 -0.978570 -2.826995 0.788571  -0.599
C7 -2.004947 -1.908686 0.915488  -0.155
C8 -3.999051 0.272566 0.335834  0.296
C9 -4.811690 1.372546 0.512898  -0.923
C10 -3.987381 2.498171 0.375693  -0.744
C11 -2.722674 2.024028 0.100447  0.547
C12 -1.505578 2.850193 -0.058524  0.525
O2 -1.528538 4.002945 0.346081  -0.704
N1 -0.410790 2.329313 -0.661038  0.153
C13 -0.197369 0.992298 -1.158345  -0.904
C14 0.811482 0.284926 -0.249013  -0.478
N2 2.052884 1.029752 -0.244808  0.330
C15 3.253361 0.365373 -0.022612  0.356
C16 4.227456 0.852367 0.853935  -0.328
C17 5.438345 0.203546 1.007424  -0.786
C18 5.682051 -0.950239 0.289315  0.316
F1 6.862845 -1.592358 0.442114  -0.334
C19 4.740623 -1.462091 -0.585158  -0.729
C20 3.539541 -0.802339 -0.740487  -0.204
C21 1.863042 2.382530 0.232442  -0.750
C22 0.822192 3.087445 -0.646729  -1.288
O3 -2.733083 0.678238 0.083115  -0.123
H1 -4.305156 -3.392483 -1.062181  0.425
H2 -2.457678 -5.023230 -1.310603  0.396
H3 -0.326762 -4.650198 -0.122578  0.409
H4 -0.054573 -2.677907 1.328088  0.474
H5 -1.886986 -1.058750 1.570224  0.436
H6 -5.860940 1.346525 0.723107  0.561
H7 -4.259757 3.529854 0.457581  0.573
H8 -1.123396 0.427210 -1.207161  0.482
H9 0.225607 1.070329 -2.166763  0.278
H10 0.976432 -0.732287 -0.597894  0.349
H11 0.390050 0.235728 0.768800  0.153
H12 4.042903 1.738139 1.439905  0.381
H13 6.185954 0.581392 1.686802  0.423
H14 4.957664 -2.359888 -1.142012  0.417
H15 2.821822 -1.190489 -1.446346  0.463
H16 2.803036 2.928686 0.154283  0.602
H17 1.519262 2.402243 1.279125  0.317
H18 0.605145 4.082694 -0.256854  0.448
H19 1.201138 3.167179 -1.670269  0.337

Atomic forces in eV per Å
0.23 0.19 -0.02
0.07 -0.17 -0.03
0.10 -0.42 -0.03
-0.06 0.16 0.05
0.00 -0.07 -0.03
0.02 -0.01 0.00
0.09 -0.04 0.05
-0.11 0.00 0.00
-1.08 0.86 0.21
0.44 -0.81 -0.06
0.84 -0.12 -0.23
-1.08 0.63 0.33
0.32 0.06 -0.11
-0.31 -0.02 0.08
0.13 0.07 -0.09
-0.05 -0.61 0.06
-0.16 -0.02 -0.29
-0.28 0.27 -0.18
0.41 -0.17 0.10
-0.29 -0.01 -0.08
0.25 -0.34 -0.14
-0.08 0.13 0.05
-0.06 0.03 -0.02
0.21 -0.01 0.18
-0.04 0.08 0.12
-0.06 0.12 -0.25
0.23 0.36 0.34
0.21 -0.14 -0.04
-0.08 -0.02 -0.04
-0.01 -0.06 -0.06
0.07 -0.06 -0.01
0.07 0.01 0.06
0.04 0.08 0.01
-0.22 -0.08 0.03
0.03 0.22 0.03
0.15 0.09 -0.06
-0.03 -0.05 0.08
-0.01 0.03 0.02
-0.03 -0.07 -0.01
-0.05 0.09 0.05
0.09 0.02 0.06
0.04 -0.09 -0.06
-0.06 0.00 -0.09
-0.03 -0.01 0.05
0.06 0.04 0.01
0.07 -0.12 -0.10
0.01 0.00 0.05

E_LUMO: -0.4 eV
Gap between HOMO and LUMO: 7.60 eV
Strongest force on any atom: 0.0271 hartree/bohr
ΔE to the lowest compared entry with this formula, charge and spin: 0.000 eV

(2)
The following is a DFT calculation (ωB97M-V/def2-TZVPD) of a cluster of 3 separate species, C8H15FN4O5 in total at a distorted geometry.

Each line ends with the Mulliken charge.
Cartesian coordinates (Å):
C1 1.190032 -1.891802 0.034736  0.021
C2 1.039710 -0.700128 -0.169151  -0.259
O1 0.979685 0.714655 -0.023202  -0.287
C3 -0.373786 1.168068 -0.326929  0.590
O2 -0.493493 1.715305 -1.404806  -0.537
O3 -1.474302 1.050422 0.548608  -0.244
C4 -2.587825 0.373334 -0.075913  -0.617
C5 -2.893025 -1.034496 0.677334  0.414
C6 -3.447746 -2.137093 -0.329853  -1.230
F1 -1.634948 -1.519370 1.221372  -0.308
H1 1.118467 -2.958939 0.382041  0.383
H2 -2.421886 0.115381 -1.161859  0.380
H3 -3.560056 0.964554 -0.032862  0.340
H4 -3.565103 -0.897616 1.582791  0.277
H5 -4.155004 -1.635259 -1.058834  0.353
H6 -4.025053 -2.953697 0.207998  0.322
H7 -2.548716 -2.595976 -0.837707  0.311
N1 0.215320 -0.120713 3.188918  -0.131
C7 0.670911 -0.562688 4.389432  0.588
N2 1.862225 -0.030632 4.778035  -0.377
O4 0.061055 -1.373460 5.067570  -0.658
H8 0.700330 0.545158 2.615901  0.131
H9 -0.663708 -0.487469 2.861332  0.054
H10 2.232665 -0.333799 5.662483  0.219
H11 2.379471 0.636513 4.236041  0.165
N3 3.528242 1.808985 -4.795469  -0.390
C8 2.628374 2.245703 -3.871065  0.600
N4 1.858110 1.270411 -3.321422  -0.254
O5 2.523148 3.420524 -3.561728  -0.650
H12 3.631282 0.848173 -5.064383  0.160
H13 4.116921 2.502153 -5.224937  0.230
H14 1.178349 1.554444 -2.631358  0.236
H15 1.930354 0.299354 -3.563118  0.167

Atomic forces in eV per Å
-0.71 0.54 0.21
0.25 0.86 1.63
-2.29 -2.86 0.09
-0.73 1.20 -2.41
0.06 -1.07 2.24
2.39 -0.81 -1.21
-1.63 -1.88 -0.19
0.48 -0.15 0.07
0.11 0.58 0.73
-1.60 0.52 -0.73
0.32 1.83 -0.91
0.26 0.59 1.16
1.54 -0.31 0.14
0.84 -0.05 -1.18
0.90 -0.66 0.65
0.81 1.08 -0.56
-1.11 0.60 0.33
-0.39 0.08 -0.31
-0.22 -0.14 0.02
0.51 0.08 0.39
0.06 0.03 0.01
0.03 -0.06 0.06
0.19 0.00 -0.04
-0.06 0.05 -0.14
-0.07 -0.05 0.01
0.49 0.06 -0.45
-0.12 0.17 0.15
-0.36 -0.15 0.34
0.06 -0.05 -0.05
-0.03 0.07 0.05
-0.09 -0.11 0.07
0.05 -0.06 -0.14
0.05 0.08 -0.02

E_LUMO: 0.2 eV
Gap between HOMO and LUMO: 9.90 eV
Strongest force on any atom: 0.0712 hartree/bohr

(3)
The following is a DFT calculation (ωB97M-V/def2-TZVPD) of a structure of composition C29H44CdN6O9S2Si.

Each line ends with the Mulliken charge.
Cartesian coordinates (Å):
Cd1 -0.381924 -0.828781 1.969866  3.924
O1 -3.146696 2.070347 1.220858  -0.717
C1 -2.052130 1.859869 1.708907  -0.617
N1 -1.734074 0.872164 2.604405  0.228
C2 -2.365131 0.790353 3.778252  -0.087
O2 -3.193328 1.564547 4.259106  -0.794
C3 -1.902297 -0.370368 4.653221  0.312
C4 -2.632284 -0.686330 5.791392  -0.797
C5 -2.203736 -1.732562 6.583168  -0.281
C6 -1.048154 -2.419781 6.232582  -0.784
C7 -0.374593 -2.029427 5.090659  -0.226
N2 -0.793312 -1.025622 4.324162  0.351
C8 -0.890832 2.744989 1.285997  0.348
C9 -1.082364 3.648582 0.244997  -0.109
C10 -0.064707 4.528625 -0.064487  -0.397
C11 1.109733 4.478602 0.675878  -0.555
C12 1.209263 3.528238 1.680429  -0.407
N3 0.235043 2.680069 1.985764  -0.311
H1 -3.521597 -0.111238 6.001963  0.453
H2 -2.766605 -2.020568 7.463461  0.383
H3 -0.679988 -3.249047 6.821256  0.400
H4 0.529877 -2.530801 4.765320  0.302
H5 -2.022503 3.631392 -0.284964  0.685
H6 -0.179107 5.242432 -0.872319  0.378
H7 1.935763 5.147988 0.469469  0.378
H8 2.115617 3.436524 2.272002  0.422
C13 -3.621697 -1.219090 0.370583  -0.242
S1 -3.050297 -2.510118 1.464007  0.752
O3 -3.713459 -3.738224 1.060218  -0.760
O4 -1.578270 -2.580583 1.232839  -1.113
O5 -3.355519 -2.068911 2.816479  -0.642
H9 -4.109391 -1.691558 -0.478242  0.514
H10 -2.768233 -0.633307 0.038828  -0.738
H11 -4.307641 -0.582526 0.923492  0.573
S2 3.020412 -4.347508 2.880650  -0.519
C14 2.033034 -3.120060 2.415362  0.571
N4 1.383015 -2.214757 2.071999  -1.399
C15 -1.668208 0.985466 -4.513075  -1.552
C16 -1.910690 1.671517 -3.167196  1.839
C17 -3.241101 1.226582 -2.569500  -1.290
C18 -1.905059 3.186782 -3.358604  -1.590
O6 -0.849809 1.391226 -2.276369  0.981
Si1 -0.250390 -0.005053 -1.589804  -3.301
O7 -0.163218 0.137160 -0.033374  1.022
O8 -1.165402 -1.238851 -2.196546  0.348
C19 -0.843721 -2.612328 -2.407213  1.963
C20 0.130115 -3.129257 -1.352235  -1.036
C21 -2.158792 -3.376519 -2.316993  -1.648
C22 -0.238252 -2.747349 -3.805175  -1.787
O9 1.232555 -0.240567 -2.335116  0.240
C23 2.355270 0.614795 -2.350204  2.230
C24 3.561141 -0.277834 -2.630147  -2.147
C25 2.191719 1.640677 -3.473091  -1.447
C26 2.516980 1.329366 -1.011201  -1.221
H12 -2.469183 1.229574 -5.216229  0.499
H13 -1.630240 -0.093550 -4.374848  0.034
H14 -0.715322 1.316909 -4.932590  0.258
H15 -4.074097 1.558860 -3.195782  0.517
H16 -3.358116 1.643045 -1.566835  0.177
H17 -3.267410 0.140654 -2.495067  0.078
H18 -2.656364 3.486946 -4.093284  0.369
H19 -0.922077 3.511651 -3.706091  0.314
H20 -2.119299 3.685946 -2.413547  0.258
H21 -0.254045 -2.922758 -0.354406  -0.169
H22 1.106268 -2.654434 -1.462110  0.003
H23 0.248741 -4.210102 -1.458074  0.641
H24 -2.564867 -3.323065 -1.307568  0.196
H25 -2.006561 -4.428102 -2.573396  0.393
H26 -2.883157 -2.946423 -3.013150  0.250
H27 0.584556 -2.039723 -3.912677  -0.002
H28 -0.988579 -2.538713 -4.571771  0.353
H29 0.142782 -3.760332 -3.956408  0.478
H30 3.420496 -0.801780 -3.577574  0.379
H31 3.660652 -1.025009 -1.841237  0.371
H32 4.480850 0.310961 -2.683506  0.394
H33 2.114957 1.131006 -4.436569  0.341
H34 3.045701 2.322875 -3.499761  0.430
H35 1.278885 2.213233 -3.310085  -0.055
H36 2.411353 0.620021 -0.189516  -0.048
H37 1.730276 2.072823 -0.882811  -0.145
H38 3.488824 1.828523 -0.954470  0.657
C27 5.488862 0.972267 2.250270  -1.026
N5 4.406538 0.014786 2.246387  0.079
C28 4.401714 -0.992364 1.198417  -0.574
C29 3.335625 0.245568 2.996798  0.577
N6 2.410042 0.447952 3.657234  -0.568
H39 6.445584 0.454721 2.368807  0.325
H40 5.360990 1.666458 3.077736  0.385
H41 5.516708 1.540672 1.313003  0.268
H42 5.253467 -1.663553 1.328522  0.325
H43 4.464669 -0.513027 0.216353  0.353
H44 3.485785 -1.571839 1.254091  -0.202

Atomic forces in eV per Å
0.32 0.39 -0.38
-0.02 0.02 0.04
0.00 -0.03 -0.17
-0.06 -0.04 0.14
0.01 -0.04 -0.03
-0.04 0.03 0.01
0.06 0.09 0.01
0.01 0.01 0.00
0.02 -0.02 -0.01
-0.03 0.03 0.04
0.07 0.00 -0.03
-0.19 -0.12 -0.13
-0.02 0.04 0.04
0.02 -0.02 0.02
0.01 0.00 -0.01
0.00 -0.03 -0.04
0.01 -0.03 -0.02
-0.01 0.01 0.05
0.00 0.00 0.01
0.00 0.00 0.01
0.01 -0.01 0.00
-0.01 -0.02 -0.02
-0.01 0.01 0.04
0.00 -0.01 -0.01
0.01 0.00 0.00
0.02 0.00 0.01
-0.04 0.03 0.02
-0.18 -0.19 0.29
0.04 0.04 -0.11
-0.37 -0.07 0.12
0.03 0.00 -0.02
0.01 0.05 -0.05
0.02 0.05 -0.02
-0.03 0.00 -0.02
-0.03 0.04 0.00
0.10 -0.06 0.03
0.03 -0.08 0.09
0.02 0.03 0.04
0.06 -0.01 -0.05
0.01 -0.01 0.03
-0.02 0.01 -0.03
-0.05 -0.04 0.11
0.11 -0.01 -0.06
-0.05 -0.13 0.23
-0.09 0.21 -0.03
0.08 -0.10 0.03
0.03 0.08 0.00
0.01 0.01 -0.02
0.02 0.00 0.02
-0.11 -0.03 -0.09
0.02 0.02 0.05
0.01 0.00 0.02
0.02 -0.03 0.00
-0.03 0.00 0.05
0.00 0.00 -0.02
0.00 -0.03 0.00
0.00 0.00 -0.01
-0.01 0.00 0.01
-0.02 0.01 0.01
-0.01 -0.06 0.03
-0.01 0.01 0.00
0.01 0.00 -0.01
0.01 0.00 -0.03
0.03 -0.08 -0.11
0.03 0.00 -0.03
0.03 -0.02 0.00
0.03 -0.06 0.00
-0.01 0.00 0.01
-0.01 0.01 -0.03
0.01 -0.03 0.01
-0.02 0.03 -0.02
-0.03 -0.03 -0.03
0.00 0.00 -0.01
-0.01 0.00 -0.01
0.02 0.00 0.00
0.00 0.00 -0.01
0.02 0.02 -0.02
0.01 0.02 0.01
0.04 0.01 -0.01
-0.03 0.04 0.04
0.02 0.04 -0.01
0.00 0.02 -0.03
0.07 0.03 0.09
0.05 0.00 -0.06
0.00 -0.06 -0.22
-0.03 0.10 0.20
0.00 0.01 -0.01
0.01 0.00 0.00
-0.01 0.00 0.00
0.00 -0.01 0.01
0.01 -0.01 0.05
-0.01 0.02 -0.03

E_LUMO: 4.2 eV
Gap between HOMO and LUMO: 7.44 eV
Strongest force on any atom: 0.0122 hartree/bohr
Charge: -2
ΔE to the lowest compared entry with this formula, charge and spin: 1.216 eV

(4)
The following is a DFT calculation (ωB97M-V/def2-TZVPD) of a structure of composition C17H41FGaNO2P at a distorted geometry.

Each line ends with the Mulliken charge.
Cartesian coordinates (Å):
C1 -2.470328 4.768095 0.512237  -0.818
C2 -2.583776 3.128360 0.799636  0.380
O1 -3.776813 2.613835 1.163519  -0.660
N1 -1.337553 2.298297 0.588428  0.367
C3 -1.603172 0.810201 0.626794  -0.804
Ga1 0.140844 2.839460 1.720445  -0.063
C4 -0.005315 2.260487 3.698962  -0.640
C5 1.114530 1.120613 4.157386  -0.067
F1 0.372533 -0.134545 4.525670  -0.335
P1 2.114575 2.154324 0.673807  0.366
O2 1.913786 0.678509 0.106436  -0.691
H1 -3.461443 5.160985 -0.006802  0.286
H2 -1.613444 4.901656 -0.294343  0.202
H3 -2.191173 5.364646 1.486289  0.200
H4 -2.175684 0.549270 -0.385983  0.268
H5 -0.595948 0.199414 0.681281  0.150
H6 -2.284466 0.458044 1.511343  0.255
H7 0.142405 4.468070 1.711369  -0.314
H8 0.260126 3.225731 4.349576  0.280
H9 -1.059009 1.867829 4.032765  0.303
H10 1.946642 0.932531 3.356089  0.107
H11 1.658097 1.519214 5.138751  0.208
H12 2.465641 3.075553 -0.399824  -0.032
H13 3.202341 2.109004 1.632917  0.008
C6 3.715088 0.712060 -5.588315  -1.195
C7 2.337944 1.317256 -5.807539  -0.396
C8 2.023987 2.468017 -4.847185  -0.894
C9 1.988187 2.086937 -3.362526  -0.513
C10 0.993371 0.982387 -2.998499  0.155
C11 -0.451654 1.362528 -3.275916  -1.244
H14 3.808903 0.272584 -4.590967  0.294
H15 3.898123 -0.082259 -6.317961  0.374
H16 4.496242 1.469041 -5.707183  0.286
H17 1.574749 0.534448 -5.730862  0.251
H18 2.283516 1.697657 -6.834675  0.377
H19 1.065270 2.913660 -5.133559  0.336
H20 2.774972 3.258044 -4.982617  0.396
H21 1.749685 2.986175 -2.780597  0.300
H22 2.988523 1.777453 -3.040560  0.340
H23 1.095435 0.760903 -1.929438  -0.060
H24 1.237233 0.054492 -3.527387  0.255
H25 -0.732783 2.261698 -2.716345  0.228
H26 -1.121716 0.551769 -2.972159  0.332
H27 -0.624364 1.551374 -4.340649  0.390
C12 0.282654 -2.417120 2.670325  -0.897
C13 -1.199263 -2.680475 2.457227  -0.009
C14 -1.723629 -3.870730 3.265578  -0.897
C15 -1.091321 -5.223734 2.918760  -0.753
C16 -1.224940 -5.647664 1.454304  -0.357
C17 -2.667399 -5.835779 1.014430  -1.192
H28 0.894186 -3.263331 2.343834  0.333
H29 0.596310 -1.541238 2.094758  0.125
H30 0.495694 -2.223872 3.726082  0.217
H31 -1.398281 -2.824515 1.389153  0.258
H32 -1.758942 -1.785440 2.754457  0.205
H33 -2.809846 -3.931335 3.138273  0.333
H34 -1.556681 -3.675456 4.333501  0.386
H35 -1.548975 -5.992171 3.554535  0.397
H36 -0.028411 -5.208866 3.183554  0.310
H37 -0.693098 -6.596700 1.317043  0.363
H38 -0.731820 -4.923233 0.796874  0.263
H39 -3.166452 -6.594407 1.627692  0.288
H40 -2.705426 -6.165526 -0.028835  0.373
H41 -3.238466 -4.904213 1.086642  0.283

Atomic forces in eV per Å
0.53 -0.80 -0.93
-2.56 -2.31 1.03
6.26 2.57 -2.13
-3.74 1.01 0.86
-0.68 -0.85 -0.59
-0.49 1.33 0.96
0.94 -0.69 1.68
-0.71 1.20 0.89
1.76 2.29 -0.69
-0.73 -3.69 -1.20
0.69 2.83 1.00
1.93 -1.03 1.47
-1.62 -0.17 1.89
-0.68 -1.30 -2.02
1.22 0.25 2.17
-1.88 1.46 -0.29
1.17 0.84 -1.54
0.12 -0.25 -0.04
-0.75 -2.01 -1.34
2.02 0.76 -0.62
-1.87 -0.28 1.42
-1.17 -1.26 -1.92
0.34 -0.33 0.82
-0.07 0.61 -0.71
0.04 -0.22 -0.01
-0.07 0.18 -0.03
-0.06 0.05 0.02
0.04 -0.15 -0.04
0.00 0.06 0.27
-0.15 -0.05 -0.13
0.01 0.07 -0.09
0.08 0.04 0.07
-0.02 -0.05 0.05
0.04 0.10 0.05
-0.05 -0.03 0.06
0.03 -0.02 0.03
-0.04 -0.07 -0.04
-0.01 -0.07 -0.04
-0.04 0.03 0.01
0.10 0.01 -0.19
0.06 0.04 -0.04
0.00 -0.11 -0.03
0.02 0.15 0.00
-0.06 0.02 0.04
0.15 -0.01 -0.08
-0.07 0.01 0.14
-0.07 0.03 -0.04
0.11 0.06 0.02
0.09 -0.07 0.11
-0.14 0.03 -0.20
-0.02 0.02 -0.03
0.07 -0.08 0.12
-0.01 -0.06 -0.22
-0.05 -0.01 0.06
0.05 -0.11 -0.07
0.02 -0.04 0.02
0.00 0.00 -0.12
0.02 0.00 -0.06
-0.07 0.03 0.00
0.01 0.09 0.00
-0.02 -0.02 0.11
0.01 0.10 -0.04
-0.08 0.02 0.10
0.06 -0.14 0.01

E_LUMO: 3.0 eV
Gap between HOMO and LUMO: 8.30 eV
Strongest force on any atom: 0.1380 hartree/bohr
Charge: -1

Number 1: total energy -1284.83902 hartree. Number 2: total energy -1008.84603 hartree. Number 3: total energy -3391.16501 hartree. Number 4: total energy -3243.52904 hartree.